No. 1
46
Properties=species:S:1:pos:R:3:lowdin_spin:R:1 method="wB97M-V/def2-TZVPD" spin_multiplicity=2 homo_ev="-15.321 / -15.320" largest_force_ev_per_a=2.10 gap_ev="4.112 / 3.708" e_lumo_ev="-11.21 / -11.61" total_charge=+2
C 0.51 -2.53 -0.45 0.03
C 0.23 -1.89 0.92 0.03
C 0.51 -3.00 1.94 0.00
C 1.15 -0.68 1.20 0.00
C 0.77 0.69 0.57 0.00
C 1.44 1.73 1.51 0.00
C 1.28 3.20 1.17 0.00
F 2.26 3.56 0.25 0.00
C 1.40 0.80 -0.85 0.00
C 0.86 1.94 -1.74 0.00
C 0.12 1.47 -2.97 0.00
N 0.80 0.63 -3.88 0.00
O -1.01 1.81 -3.19 0.00
C -0.76 0.91 0.61 0.00
C -1.73 -0.26 0.35 0.01
C -3.11 0.10 0.90 0.00
C -1.90 -0.57 -1.15 0.02
N -1.25 -1.48 1.11 0.12
O -1.52 -1.44 2.36 0.63
H 1.55 -2.87 -0.48 0.00
H -0.06 -3.52 -0.56 0.02
H 0.33 -1.90 -1.31 0.00
H 1.34 -3.62 1.60 0.00
H -0.35 -3.69 2.05 0.01
H 0.75 -2.62 2.94 0.00
H 1.18 -0.57 2.28 0.00
H 2.16 -0.95 0.88 0.00
H 1.03 1.59 2.52 0.00
H 2.51 1.51 1.55 0.00
H 1.40 3.81 2.06 0.00
H 0.31 3.44 0.73 0.00
H 1.31 -0.14 -1.39 0.00
H 2.48 0.94 -0.70 0.00
H 1.69 2.56 -2.09 0.00
H 0.20 2.61 -1.21 0.00
H 0.47 -0.32 -3.86 0.00
H 1.80 0.61 -3.70 0.00
H -1.01 1.29 1.61 0.00
H -1.06 1.69 -0.10 0.00
H -3.62 0.77 0.20 0.00
H -3.73 -0.79 1.04 0.00
H -3.05 0.59 1.87 0.00
H -2.31 -1.61 -1.30 0.02
H -0.99 -0.49 -1.74 0.00
H -2.66 0.07 -1.59 0.00
Cd -1.75 -3.39 0.02 0.12


No. 2
17
Properties=species:S:1:pos:R:3:nbo_charge:R:1 method="wB97M-V/def2-TZVPD" homo_ev="-7.242 / -7.280" largest_force_ev_per_a=3.97 gap_ev="7.851 / 8.117" e_lumo_ev="0.61 / 0.84"
C 0.26 1.88 -0.29 -0.46
C 0.95 -1.07 -0.33 -0.67
N -0.13 0.90 0.71 -0.11
N 0.14 1.31 1.94 -0.59
H 0.40 2.27 2.15 0.35
H 0.22 0.60 2.65 0.38
H 1.34 2.06 -0.24 0.20
H -0.27 2.83 -0.12 0.18
H 0.00 1.51 -1.27 0.23
H 0.99 -1.64 0.59 0.20
H 1.71 -0.30 -0.35 0.20
H 1.13 -1.69 -1.21 0.17
N -1.27 -2.17 -1.26 -0.84
C -1.00 -1.00 -0.60 0.40
N -1.65 -0.14 -0.03 -0.41
H -2.23 -2.46 -1.18 0.39
H -0.59 -2.90 -1.17 0.39


No. 3
7
Properties=species:S:1:pos:R:3:nbo_charge:R:1 method="wB97M-V/def2-TZVPD" smiles=[SiH3]C#CI homo_ev=-9.421 largest_force_ev_per_a=2.51 gap_ev=9.672 e_lumo_ev=0.25
Si -1.30 -0.04 0.04 0.85
C 0.58 -0.10 0.23 -0.45
C 1.78 0.13 0.10 -0.26
I 3.82 -0.03 0.07 0.28
H -1.68 -1.35 0.56 -0.13
H -1.46 0.13 -1.40 -0.16
H -1.75 1.27 0.40 -0.14


No. 4
14
Properties=species:S:1:pos:R:3:lowdin_spin:R:1 method="wB97M-V/def2-TZVPD" spin_multiplicity=3 homo_ev="-6.562 / -10.749" largest_force_ev_per_a=2.60 gap_ev="6.881 / 7.325" e_lumo_ev="0.32 / -3.42"
C 0.25 -0.45 -1.04 0.01
C 0.35 -1.12 0.31 0.08
Si 0.86 0.02 1.84 0.69
Si -1.74 1.38 1.91 0.58
Cl -1.24 -1.78 0.70 0.02
Cl 1.62 -2.46 0.27 0.07
Cl -1.37 3.41 1.60 0.14
Cl -2.96 1.37 3.53 0.14
H 0.35 -1.20 -1.75 0.00
H -0.77 -0.05 -1.25 0.00
H 1.01 0.35 -1.11 0.00
H 2.25 0.32 2.07 0.09
H 0.50 -0.72 3.06 0.06
H -2.66 0.84 0.72 0.13


No. 5
17
Properties=species:S:1:pos:R:3:nbo_charge:R:1 method="wB97M-V/def2-TZVPD" homo_ev=-8.430 largest_force_ev_per_a=0.35 gap_ev=8.395 e_lumo_ev=-0.04
C 1.49 1.10 0.36 -0.40
C 0.63 1.41 -0.84 -0.41
C 0.27 0.28 0.09 -0.10
C -0.94 0.34 1.03 -0.56
C -0.94 -1.04 1.63 -0.01
C -0.55 -1.63 -1.25 -0.38
C 0.37 -1.14 -0.41 -0.17
H 1.44 1.79 1.20 0.21
H 2.47 0.66 0.20 0.22
H 0.04 2.32 -0.84 0.22
H 1.02 1.13 -1.82 0.22
H -0.76 1.03 1.86 0.25
H -1.85 0.67 0.50 0.19
H -1.95 -1.50 1.50 0.10
H -1.31 -0.98 -1.68 0.20
H -0.58 -2.68 -1.54 0.21
H 1.15 -1.78 0.00 0.23


No. 6
11
Properties=species:S:1:pos:R:3:nbo_charge:R:1 method="wB97M-V/def2-TZVPD" homo_ev="-8.816 / -8.592" largest_force_ev_per_a=6.09 gap_ev="8.479 / 8.485" e_lumo_ev="-0.34 / -0.11"
C 1.61 1.01 0.15 -0.09
C 2.15 -0.31 0.32 -0.09
C -1.48 -0.35 0.51 -0.45
N 0.35 0.98 0.10 -0.11
N 1.38 -1.28 0.23 -0.25
N -0.33 -0.05 -0.15 -0.10
H 2.21 1.85 0.51 0.22
H 3.13 -0.40 0.53 0.22
H -1.76 0.52 1.10 0.21
H -2.34 -0.67 -0.18 0.21
H -1.39 -1.15 1.23 0.23


No. 7
11
Properties=species:S:1:pos:R:3:nbo_charge:R:1 method="wB97M-V/def2-TZVPD" smiles="C=C(C)C([O-])=S" homo_ev=-3.236 largest_force_ev_per_a=4.38 gap_ev=7.196 e_lumo_ev=3.96 total_charge=-1
C -0.63 -0.40 -1.24 -0.49
C 0.01 0.10 -0.16 -0.05
C 1.30 -0.45 0.22 -0.67
C -1.02 0.99 1.06 0.32
O -1.10 0.37 2.11 -0.67
S -1.60 2.42 0.53 -0.41
H -0.19 -1.21 -1.76 0.15
H -1.59 -0.03 -1.67 0.20
H 2.05 0.27 -0.19 0.21
H 1.37 -1.51 -0.22 0.18
H 1.39 -0.56 1.32 0.22


No. 8
10
Properties=species:S:1:pos:R:3:nbo_charge:R:1 method="wB97M-V/def2-TZVPD" smiles="O=C1C[C@H]2O[C@@H]12" homo_ev=-9.749 largest_force_ev_per_a=0.62 gap_ev=10.716 e_lumo_ev=0.97
O -1.48 -1.50 0.97 -0.49
C -0.72 -0.70 0.49 0.60
C 0.78 -0.73 0.08 -0.53
C 0.55 0.72 -0.40 0.05
O -0.53 0.65 -1.32 -0.46
C -0.84 0.76 0.07 -0.07
H 1.09 -1.43 -0.70 0.24
H 1.38 -0.89 0.98 0.24
H 1.23 1.54 -0.58 0.22
H -1.47 1.57 0.42 0.22


No. 9
13
Properties=species:S:1:pos:R:3:nbo_charge:R:1 method="wB97M-V/def2-TZVPD" homo_ev="-7.938 / -7.948" largest_force_ev_per_a=1.07 gap_ev="8.014 / 8.032" e_lumo_ev="0.08 / 0.08"
C 1.87 0.34 0.54 -0.37
O 0.67 -0.24 0.80 -0.33
C -0.14 -0.69 -0.07 0.24
C -1.52 -1.08 0.33 -0.69
C -0.10 1.86 -0.97 0.03
N -1.02 2.17 -1.60 -0.36
H 2.43 0.46 1.46 0.19
H 0.82 1.62 -0.37 0.23
H 2.38 -0.06 -0.33 0.16
H 0.22 -0.83 -1.09 0.18
H -1.68 -2.16 0.19 0.23
H -1.68 -0.84 1.39 0.24
H -2.25 -0.54 -0.28 0.25


No. 10
68
Properties=species:S:1:pos:R:3:nbo_charge:R:1 method="wB97M-V/def2-TZVPD" homo_ev=-10.133 largest_force_ev_per_a=0.92 gap_ev=4.701 e_lumo_ev=-5.43 total_charge=+1
C 6.78 -2.00 0.87 -0.73
C 6.81 -0.73 0.07 0.80
O 7.52 0.17 0.38 -0.54
O 6.07 -0.73 -1.04 -0.55
C 4.63 -0.53 -0.80 -0.07
C 4.12 0.49 -1.79 -0.42
C 2.85 1.17 -1.28 -0.40
C 1.76 0.20 -0.80 -0.41
C 0.33 0.67 -1.03 -0.38
C 0.10 2.17 -0.74 -0.48
C -0.98 2.39 0.27 0.06
C -0.78 3.00 1.45 -0.08
C 0.51 3.53 1.96 -0.50
C 1.27 2.51 2.82 0.07
F 2.45 2.12 2.22 -0.37
C -1.94 3.17 2.37 0.53
O -1.87 3.93 3.30 -0.52
C -3.16 2.36 2.13 -0.13
C -4.09 2.26 3.15 -0.17
C -5.25 1.52 2.95 -0.18
C -5.47 0.89 1.72 -0.19
C -4.53 0.96 0.68 0.05
C -4.82 0.18 -0.58 -0.43
C -3.91 -1.05 -0.71 -0.43
C -4.51 -2.11 -1.60 0.08
C -4.88 -3.35 -1.07 -0.26
C -5.45 -4.33 -1.87 -0.19
C -5.66 -4.08 -3.23 -0.23
C -5.30 -2.85 -3.76 -0.20
C -4.72 -1.86 -2.95 -0.25
C -3.36 1.72 0.89 -0.09
C -2.33 1.91 -0.15 0.50
O -2.51 1.69 -1.32 -0.53
H 5.76 -2.36 0.99 0.25
H 7.23 -1.84 1.84 0.23
H 7.32 -2.79 0.35 0.18
H 4.15 -1.50 -0.92 0.19
H 4.49 -0.17 0.22 0.18
H 3.92 0.03 -2.76 0.21
H 4.89 1.24 -1.89 0.23
H 3.14 1.81 -0.44 0.21
H 2.45 1.84 -2.03 0.22
H 1.89 -0.74 -1.34 0.20
H 1.89 -0.06 0.25 0.20
H -0.03 0.43 -2.03 0.22
H -0.31 0.10 -0.35 0.20
H 1.01 2.67 -0.43 0.22
H -0.22 2.66 -1.66 0.24
H 1.16 3.88 1.16 0.24
H 0.31 4.40 2.57 0.26
H 0.64 1.64 3.00 0.16
H 1.50 2.94 3.79 0.17
H -3.93 2.76 4.09 0.24
H -6.00 1.43 3.72 0.22
H -6.37 0.32 1.55 0.22
H -4.74 0.83 -1.44 0.24
H -5.83 -0.19 -0.52 0.21
H -3.79 -1.48 0.28 0.20
H -2.91 -0.79 -1.07 0.22
H -4.74 -3.55 -0.02 0.21
H -5.74 -5.28 -1.45 0.21
H -6.09 -4.85 -3.84 0.21
H -5.46 -2.64 -4.81 0.21
H -4.45 -0.92 -3.40 0.21
O 9.62 -3.82 1.12 -0.76
H 9.86 -2.87 1.08 0.59
H 10.26 -4.34 1.66 0.58
H 9.50 -4.20 0.23 0.58


No. 11
21
Properties=species:S:1:pos:R:3:mulliken_charge:R:1 method="wB97M-V/def2-TZVPD" homo_ev=-20.427 largest_force_ev_per_a=5.38 gap_ev=6.167 e_lumo_ev=-14.26 total_charge=+3
Hf -0.22 -0.78 0.69 1.92
O -0.45 0.71 -0.57 -0.40
H -0.89 1.48 -0.95 0.34
O 0.94 0.39 2.04 -0.53
H 1.57 0.99 1.56 0.40
H 1.16 0.63 2.97 0.42
O 0.04 -2.04 -1.03 -0.56
H 0.58 -2.83 -1.02 0.42
H -0.61 -2.16 -1.80 0.41
O 2.14 2.13 0.18 -0.67
H 2.77 1.82 -0.49 0.38
H 1.36 2.14 -0.34 0.32
O 1.42 0.94 -3.34 -0.52
H 1.42 0.00 -3.64 0.35
H 0.97 0.74 -2.53 0.18
O -2.18 -1.55 0.26 -0.51
H -2.29 -2.39 -0.22 0.41
H -2.94 -1.43 0.85 0.41
O -1.62 0.21 2.10 -0.55
H -1.35 1.14 2.32 0.41
H -1.83 -0.11 2.96 0.39


No. 12
21
Properties=species:S:1:pos:R:3:nbo_charge:R:1 method="wB97M-V/def2-TZVPD" homo_ev=-13.664 largest_force_ev_per_a=4.23 gap_ev=10.338 e_lumo_ev=-3.33 total_charge=+1
C -2.04 -1.67 1.11 -0.45
C -2.47 -0.49 1.45 0.21
C 1.11 -0.50 1.39 -0.67
C 1.01 0.40 -2.52 -0.66
C 1.06 -0.55 -0.15 -0.16
C 0.90 0.45 -0.97 0.13
N 0.45 1.79 -0.37 -0.73
F -1.98 0.56 0.72 -0.39
H -1.12 -1.91 0.41 0.21
H -2.36 -2.49 1.59 0.22
H 2.04 0.10 1.68 0.24
H 0.10 0.01 1.68 0.22
H 1.16 -1.44 1.82 0.25
H 1.12 -0.56 -2.98 0.26
H 1.76 1.01 -2.97 0.24
H 0.03 0.76 -2.89 0.23
H -3.20 -0.20 2.21 0.21
H 1.42 -1.48 -0.56 0.25
H 0.80 2.62 -0.95 0.46
H 0.73 1.89 0.65 0.46
H -0.55 1.71 -0.36 0.46